Run w
Entry from the Open Molecules 2025 dataset: a cluster of 2 separate species, C5H14NO in total (wB97M-V/def2-TZVPD).

- HOMO-LUMO gap (eV) = 10.441
- lowest unoccupied orbital energy (Eh) = -0.1139

The geometry in ORCA input format:
```
! wB97M-V def2-TZVPD RIJCOSX def2/J DEFGRID3
* xyz 1 1
C 1.03126 0.18347 0.68827
C 1.33978 -1.24378 0.41252
C 0.18319 -2.06308 -0.22303
C -1.98437 -0.92150 0.36165
C -1.18431 -1.40242 -0.58411
N 0.80701 0.92911 -0.61594
H 0.06138 0.32223 1.24836
H 1.82230 0.83575 1.18748
H 1.48794 -1.79898 1.43605
H 2.29748 -1.32794 -0.15020
H 0.59312 -2.65249 -1.06834
H -0.06038 -2.73259 0.58769
H -1.56848 -0.86471 1.38510
H -3.03032 -0.79713 0.16399
H -1.43736 -1.51661 -1.62032
H 1.68780 0.80374 -1.13812
H 0.68460 1.95395 -0.43288
H 0.03789 0.63392 -1.26885
H 0.08336 4.05502 -0.00714
H -1.32283 3.39054 0.18969
O -0.39408 3.21964 0.01439
*
```



Run x
Entry from the Open Molecules 2025 dataset: a cluster of 2 separate species, C5H14NO in total (wB97M-V/def2-TZVPD).

- HOMO-LUMO gap (eV) = 8.295
- lowest unoccupied orbital energy (Eh) = -0.1784

The geometry in ORCA input format:
```
! wB97M-V def2-TZVPD RIJCOSX def2/J DEFGRID3
* xyz 1 1
C -0.19300 -2.42680 0.81414
C -1.47908 -1.63752 0.86772
C -1.58502 -0.06999 0.94041
C -1.31656 0.56667 -0.36784
C -0.70662 1.73385 -0.66411
N 0.56302 1.55502 -1.42790
H 0.59239 -2.04840 0.00018
H -0.32303 -3.50450 0.59414
H 0.32385 -2.39385 1.75609
H -1.98120 -2.06168 1.74900
H -2.18262 -1.85806 0.06784
H -0.83700 0.33007 1.65131
H -2.60216 0.10562 1.36350
H -2.00503 0.08647 -1.12377
H -0.71748 2.71229 -0.24843
H 0.60523 0.69929 -2.02661
H 1.33135 1.48118 -0.71349
H 0.63252 2.40931 -2.01507
H 4.67915 1.17427 -0.63372
H 3.49536 1.76607 0.13877
O 3.70593 1.38065 -0.72216
*
```



Run y
Entry from the Open Molecules 2025 dataset: a cluster of 2 separate species, C5H14NO in total (wB97M-V/def2-TZVPD).

- HOMO-LUMO gap (eV) = 9.875
- lowest unoccupied orbital energy (Eh) = -0.1151

The geometry in ORCA input format:
```
! wB97M-V def2-TZVPD RIJCOSX def2/J DEFGRID3
* xyz 1 1
C 0.40422 -1.11222 -1.74370
C 1.34439 -0.80976 -0.86357
O 1.16240 -1.16738 0.47471
C 2.51476 0.07962 -1.13660
H 0.56530 -0.78751 -2.76015
H -0.49606 -1.66104 -1.51351
H 1.93721 -0.86711 0.96768
H 2.69691 0.12149 -2.20389
H 2.28066 1.09326 -0.80731
H 3.42723 -0.23346 -0.63262
C -2.21833 -0.51404 0.92668
N -1.04415 0.30064 1.33013
C -1.00112 1.63313 0.64740
H -2.11910 -1.51303 1.33225
H -3.12631 -0.03994 1.27131
H -2.21578 -0.56018 -0.15693
H -0.17227 -0.20261 1.04600
H -0.99930 0.43903 2.33815
H -0.92373 1.43494 -0.41768
H -0.12263 2.17352 0.99028
H -1.89428 2.19264 0.91138
*
```



Run z
Entry from the Open Molecules 2025 dataset: a cluster of 2 separate species, C5H14NO in total (wB97M-V/def2-TZVPD).

- HOMO-LUMO gap (eV) = 10.383
- lowest unoccupied orbital energy (Eh) = -0.1720

The geometry in ORCA input format:
```
! wB97M-V def2-TZVPD RIJCOSX def2/J DEFGRID3
* xyz 1 1
C 0.29689 -0.09641 3.24000
C -0.10857 0.26451 1.80876
C -0.21444 -0.96432 0.90280
C 0.05469 -0.81777 -0.55188
C -1.25793 0.86074 -1.94364
N -1.11626 -0.22474 -1.30790
H -0.00814 0.66098 3.95623
H -0.21816 -0.99899 3.58099
H 1.38375 -0.18101 3.17766
H -1.02752 0.86675 1.80189
H 0.71395 0.84301 1.37987
H 0.64576 -1.56112 1.23266
H -1.14848 -1.49355 1.11800
H 0.91250 -0.20585 -0.83433
H 0.05566 -1.80450 -1.02333
H -2.24506 1.27060 -2.10070
H -0.43125 1.50550 -2.21865
H -1.97983 -0.68885 -1.02463
H 2.41293 1.52536 -3.71442
H 1.56721 0.30860 -4.08974
O 1.71229 0.93108 -3.38962
*
```



Verdict on stability: run y comes out on top.



Run w
Entry from the Open Molecules 2025 dataset: a cluster of 2 separate species, C5H14NO in total (wB97M-V/def2-TZVPD).

- HOMO-LUMO gap (eV) = 9.473
- lowest unoccupied orbital energy (Eh) = -0.1187

The geometry in ORCA input format:
```
! wB97M-V def2-TZVPD RIJCOSX def2/J DEFGRID3
* xyz 1 1
C -1.32329 -1.62398 -1.04606
C -0.37802 -0.57577 -0.47362
C -0.93553 0.45990 0.48199
C -1.26799 1.79982 -0.12172
C -0.39304 2.45320 -0.90598
N 0.93518 -1.19901 -0.02762
H -2.27191 -1.16088 -1.30584
H -1.64858 -2.27338 -0.21619
H -0.79944 -2.27992 -1.73313
H -0.03940 -0.05339 -1.37175
H -1.73233 0.02035 1.07888
H -0.16404 0.65142 1.24984
H -2.20154 2.27238 0.16669
H -0.66366 2.90179 -1.85184
H 0.65290 2.15050 -0.81371
H 1.49986 -0.50365 0.49075
H 0.85725 -1.98299 0.62447
H 1.42368 -1.48186 -0.87413
H 2.91071 0.87024 2.03321
H 2.79713 -0.37653 2.76694
O 2.74207 -0.06824 1.84884
*
```



Run x
Entry from the Open Molecules 2025 dataset: a cluster of 4 separate species, C5H14NO in total (wB97M-V/def2-TZVPD).

- HOMO-LUMO gap (eV) = 3.739
- lowest unoccupied orbital energy (Eh) = -0.2979

The geometry in ORCA input format:
```
! wB97M-V def2-TZVPD RIJCOSX def2/J DEFGRID3
* xyz 1 1
C -0.24844 1.15488 -1.29866
C -0.09965 0.88533 0.19443
C -1.51241 0.84676 0.76941
C -2.26927 -0.38871 0.71536
C -2.14554 -1.56660 0.06283
N 2.89617 -0.36212 1.26509
H -1.08532 0.45242 -1.55304
H 0.68533 0.87211 -1.85714
H -0.61045 2.21020 -1.48425
H 0.67340 1.58556 0.73360
H 0.39208 -0.12659 0.38817
H -1.61306 -0.14648 -1.83252
H -1.76763 1.57832 1.60108
H -3.07248 -0.37236 1.44488
H -1.25433 -1.77266 -0.48618
H -2.76202 -2.41437 0.28633
H 3.67301 -0.09430 1.86674
H 2.84351 -0.04134 0.32477
H 2.03474 -0.97267 -1.91923
H 2.65200 -1.37073 1.25003
O 2.07373 -0.30529 -1.28488
*
```



Run y
Entry from the Open Molecules 2025 dataset: a cluster of 2 separate species, C5H14NO in total (wB97M-V/def2-TZVPD).

- HOMO-LUMO gap (eV) = 10.335
- lowest unoccupied orbital energy (Eh) = -0.1225

The geometry in ORCA input format:
```
! wB97M-V def2-TZVPD RIJCOSX def2/J DEFGRID3
* xyz 1 1
C -1.02780 0.23446 1.25447
C -1.49944 -0.29764 -0.09457
C -0.59555 -0.40612 -1.32577
C 1.14442 -1.91187 -0.14215
C 0.58824 -1.35725 -1.20956
N -0.47319 1.64496 1.08310
H -0.23477 -0.35777 1.70567
H -1.89077 0.29704 1.90802
H -1.85360 -1.30521 0.12811
H -2.42076 0.26647 -0.26933
H -0.18890 0.59286 -1.50532
H -1.14145 -0.78545 -2.17488
H 0.92730 -1.67369 0.89237
H 2.06936 -2.46414 -0.27476
H 0.86986 -1.75512 -2.17432
H -1.11933 2.13318 0.46842
H -0.15060 2.04872 1.95814
H 0.40981 1.56123 0.51825
H 2.59071 1.64328 0.21114
H 2.13278 0.48474 -0.56515
O 1.86367 1.40733 -0.39187
*
```



Run z
Entry from the Open Molecules 2025 dataset: a cluster of 3 separate species, C5H14NO in total (wB97M-V/def2-TZVPD).

- HOMO-LUMO gap (eV) = 4.544
- lowest unoccupied orbital energy (Eh) = -0.2852

The geometry in ORCA input format:
```
! wB97M-V def2-TZVPD RIJCOSX def2/J DEFGRID3
* xyz 1 1
C -1.50198 0.62509 -0.99745
C -0.07093 0.54282 -1.35535
C 0.58037 -0.72477 -1.22959
C 1.80663 -1.14623 -1.67707
C -0.16345 -1.84889 -0.44338
N -0.99432 1.52353 2.99158
H -2.20592 0.46304 -1.81538
H -1.71441 1.57563 -0.49181
H 0.33521 1.17618 -2.15615
H 0.80692 0.67797 0.36818
H 2.41692 -0.35976 -2.13648
H 2.16303 -2.14822 -1.53925
H 0.29854 -2.82640 -0.64679
H -1.15033 -2.17840 -0.77521
H -0.13660 -1.64109 0.61769
H -0.61167 0.97628 3.74751
H -1.06525 2.47848 3.31397
H -0.45106 1.49236 2.14337
H -1.72415 -0.12652 -0.25504
H 2.13706 0.91134 1.11447
O 1.24539 0.55755 1.22218
*
```



Verdict on stability: run y comes out on top.



Run w
Entry from the Open Molecules 2025 dataset: the ion C8H13N2OS with charge +1 (wB97M-V/def2-TZVPD).

- HOMO-LUMO gap (eV) = 9.170
- lowest unoccupied orbital energy (Eh) = -0.1137
- SMILES string = Cn1cc(O)[nH+]c1[C@H]1CCCS1

The geometry in ORCA input format:
```
! wB97M-V def2-TZVPD RIJCOSX def2/J DEFGRID3
* xyz 1 1
C -1.07621 2.42822 0.08952
N -1.50681 1.12410 -0.01896
C -2.77075 0.75611 -0.29693
C -2.75265 -0.61320 -0.31665
O -3.66685 -1.56045 -0.35189
N -1.48333 -1.04619 -0.01437
C -0.72478 0.06103 0.17949
C 0.73598 0.18241 0.46775
C 1.40351 -1.16702 0.63853
C 2.88314 -1.09439 0.35753
C 3.02637 -0.31482 -1.07088
S 1.67160 0.91443 -1.07357
H -0.57478 2.49539 0.99525
H -0.49859 2.89771 -0.63129
H -2.04413 2.95888 0.23914
H -3.64361 1.48660 -0.56406
H -4.47720 -1.40069 0.04328
H -1.30112 -1.97014 0.40085
H 0.84925 0.79446 1.35738
H 1.02004 -2.01789 -0.00751
H 1.23959 -1.34858 1.67041
H 3.66639 -0.48403 0.85714
H 3.28969 -2.19115 0.11324
H 3.94797 0.03238 -1.09978
H 2.78728 -0.92316 -1.96360
*
```



Run x
Entry from the Open Molecules 2025 dataset: a cluster of 2 separate species, C8H13N2OS in total (wB97M-V/def2-TZVPD).

- HOMO-LUMO gap (eV) = 6.844
- lowest unoccupied orbital energy (Eh) = -0.2259

The geometry in ORCA input format:
```
! wB97M-V def2-TZVPD RIJCOSX def2/J DEFGRID3
* xyz 1 1
C -0.12417 3.17755 0.52723
C -0.55984 2.48455 -0.63035
C 0.19214 0.98725 0.76585
C -0.18576 -2.22184 0.20242
C -1.22378 3.07135 -1.86420
C 0.94326 -4.08655 -0.94904
C 0.92444 2.28257 2.71172
C 0.21382 -3.67612 0.36661
N 0.40594 2.19243 1.30952
N -0.23350 1.12879 -0.45486
O -0.77553 -1.72101 -0.70616
S 0.60563 -1.50622 1.48917
H -0.07737 4.27159 0.62196
H -2.18350 3.34397 -1.40746
H -0.68536 3.94475 -2.10262
H -1.24430 2.42207 -2.66653
H 0.25373 -3.82593 -1.76242
H 1.86305 -3.54077 -1.18503
H 1.38433 -5.09081 -1.02911
H 0.77242 1.23189 3.11944
H 2.01735 2.48130 2.62245
H 0.39997 2.98359 3.38653
H -0.75256 -4.13840 0.40596
H 0.79374 -3.79747 1.20962
H -0.66228 0.47912 -1.10751
*
```



Verdict on stability: run w comes out on top.



Run w
Entry from the Open Molecules 2025 dataset: the molecule C2H3NS3 (wB97M-V/def2-TZVPD).

- HOMO-LUMO gap (eV) = 8.228
- lowest unoccupied orbital energy (Eh) = -0.0054
- SMILES string = S=C1NSCS1

The geometry in ORCA input format:
```
! wB97M-V def2-TZVPD RIJCOSX def2/J DEFGRID3
* xyz 0 1
S 2.87423 -0.45354 -0.15984
C 1.29454 -0.00137 -0.10406
N 0.27801 -1.18821 -0.22320
S -1.16820 -0.93165 0.61890
C -1.17059 0.76581 0.08318
S 0.53913 1.47062 0.19178
H 0.86530 -1.97905 -0.05253
H -1.94956 1.43397 0.51827
H -1.56286 0.88341 -0.87249
*
```



Run x
Entry from the Open Molecules 2025 dataset: the molecule C2H3NS3 (wB97M-V/def2-TZVPD).

- HOMO-LUMO gap (eV) = 8.127
- lowest unoccupied orbital energy (Eh) = -0.0358
- SMILES string = S=CS/C=N\S

The geometry in ORCA input format:
```
! wB97M-V def2-TZVPD RIJCOSX def2/J DEFGRID3
* xyz 0 1
S -0.44524 3.23889 -0.91194
C 0.07885 1.88421 0.01554
S -1.02945 0.68867 0.85333
C -0.13122 -0.83861 1.01558
N 0.21604 -1.63927 0.12139
S -0.25999 -1.24760 -1.43702
H 1.30499 1.57439 0.07475
H 0.25212 -1.10207 2.04341
H 0.01390 -2.55862 -1.77505
*
```



Verdict on stability: run w comes out on top.



Run w
Entry from the Open Molecules 2025 dataset: the molecule H3O2PS (wB97M-V/def2-TZVPD).

- HOMO-LUMO gap (eV) = 9.104
- lowest unoccupied orbital energy (Eh) = 0.0159
- SMILES string = OPOS

The geometry in ORCA input format:
```
! wB97M-V def2-TZVPD RIJCOSX def2/J DEFGRID3
* xyz 0 1
O -1.06566 -0.73253 -1.48960
P -0.66500 -0.79312 0.09394
O 0.52775 0.68022 -0.03644
S 1.68202 0.88491 1.11232
H -1.99751 -0.32529 -1.58658
H 0.55961 -1.61879 0.08350
H 0.95879 1.90461 1.82287
*
```



Run x
Entry from the Open Molecules 2025 dataset: a structure of composition H3O2PS (wB97M-V/def2-TZVPD).

- HOMO-LUMO gap (eV) = 9.849
- lowest unoccupied orbital energy (Eh) = 0.0078

The geometry in ORCA input format:
```
! wB97M-V def2-TZVPD RIJCOSX def2/J DEFGRID3
* xyz 0 1
O -0.37183 1.28824 0.59420
O -0.24291 -1.05911 0.49178
P 0.41673 0.12914 -0.32390
S 2.34885 0.43267 -0.40750
H -1.29865 1.15727 0.91138
H -0.07825 -1.92672 0.33960
H -0.77393 -0.02149 -1.60557
*
```



Verdict on stability: run x comes out on top.